1.
Below is C19H15Cl2N3O in the gas phase in a non-equilibrium geometry, with properties calculated with ωB97M-V with the def2-TZVPD basis set.

CARTESIAN COORDINATES (ANGSTROEM)
C (-0.352220, 3.048047, -0.998886)
C (-1.184795, 2.177438, -0.082961)
C (-1.641461, 2.960587, 0.991297)
C (-2.242232, 2.406838, 2.105610)
C (-2.599967, 1.117929, 2.062431)
C (-2.065613, 0.236469, 1.043945)
C (-1.364328, 0.811449, -0.032073)
C (-0.860044, -0.081401, -1.029226)
C (-1.698987, -1.079538, -1.584914)
C (-1.233559, -1.786297, -2.663847)
N (-0.013076, -1.885673, -3.160432)
C (0.906524, -1.064102, -2.538883)
C (0.433505, -0.102514, -1.590617)
N (1.486071, 0.507738, -0.951478)
C (2.472608, 1.221188, -1.734299)
C (1.784646, 0.151874, 0.359120)
O (2.598143, 0.825840, 1.046288)
C (1.488893, -1.164278, 0.900244)
C (0.956805, -1.153787, 2.140657)
C (0.697645, -2.345054, 2.719361)
Cl (-0.064447, -2.183073, 4.301130)
C (0.919340, -3.540774, 2.029934)
C (1.437984, -3.437250, 0.743069)
Cl (1.870123, -4.775405, -0.207736)
N (1.763446, -2.277992, 0.142683)
H (-0.177701, 2.511527, -1.997917)
H (0.563445, 3.294218, -0.508297)
H (-0.973546, 3.915461, -1.232631)
H (-1.689334, 4.082957, 0.865290)
H (-2.670705, 2.916759, 2.939084)
H (-3.159744, 0.618168, 2.907494)
H (-2.321139, -0.821529, 0.961669)
H (-2.720935, -1.154076, -1.217399)
H (-2.093660, -2.260698, -3.167976)
H (1.935297, -1.058035, -2.951750)
H (2.052798, 1.647295, -2.653113)
H (3.274651, 0.499549, -2.094880)
H (2.911803, 2.090940, -1.184978)
H (0.823657, -0.354166, 2.833416)
H (0.750111, -4.516632, 2.491570)

Atomic forces in eV per Å
C -1.2833 -2.0173 -2.6363
C 0.5736 2.2888 1.6207
C -0.6847 1.2024 -0.2871
C -0.7988 1.0621 -0.4403
C 0.5864 -5.3806 -0.0068
C -1.3069 1.9521 0.3464
C -0.0833 -0.2072 1.5690
C 0.5694 -2.3140 -2.5614
C 0.8858 1.9188 0.8679
C -2.1306 -1.0985 -0.4859
N 1.8299 1.5893 0.7300
C -3.3850 -0.2844 -1.2537
C 0.6416 -2.3792 -0.3820
N 0.8749 1.4180 2.1090
C 1.4757 0.4752 -0.4439
C 3.9588 2.9227 -0.4708
O -1.9941 -1.0095 -1.4881
C -0.5811 -1.3377 -1.9077
C 0.1781 -0.2062 1.2514
C -0.9053 -1.7231 0.4834
Cl 0.3698 -0.8814 -0.4383
C -0.2312 -0.3243 0.7996
C 0.8885 1.8203 -0.2500
Cl -0.1040 -1.0143 -0.0845
N -1.2472 0.9982 1.8791
H 0.1069 0.8543 1.3413
H 0.6502 0.2884 0.0592
H 0.4547 0.1783 0.0519
H 0.6546 -1.3637 0.3310
H 0.1981 1.0621 0.2457
H 0.5964 0.7931 -1.0405
H 0.1654 0.2862 0.4924
H 0.1419 -0.1011 -0.4403
H 0.9984 -0.5944 -0.2025
H -0.7977 -0.1605 0.7039
H -0.3787 -0.2318 0.3323
H -0.6038 0.9757 0.6944
H -0.2216 -1.0571 -0.2224
H 0.0044 1.2059 -0.6124
H -0.0660 0.3941 -0.2537

LUMO level, eV: -0.1737
HOMO, Eh: -0.31913
Max |F|, hartree/bohr: 0.1053
Gap between HOMO and LUMO, eV: 8.5
SMILES: Cc1ccccc1-c1ccncc1N(C)C(=O)c1cc(Cl)cc(Cl)n1
Energy relative to the best compared isomer or geometry (same formula, charge and spin), kcal/mol: 15.46
E_tot, eV: -51507.4076

***

2.
Below is a molecular structure, C19H15Cl3N6O6SeV in a non-equilibrium geometry, with properties calculated with ωB97M-V with the def2-TZVPD basis set.

CARTESIAN COORDINATES (ANGSTROEM)
V (-13.115326, -2.057231, -10.777186)
O (-15.178886, -1.937051, -10.529984)
C (-15.738238, -1.497905, -9.496032)
C (-15.133405, -0.952168, -8.362519)
C (-16.004024, -0.376958, -7.405054)
C (-15.434799, 0.318496, -6.365038)
C (-14.065095, 0.500334, -6.270841)
C (-13.203777, 0.039238, -7.241331)
C (-13.768292, -0.632038, -8.295062)
O (-12.992041, -0.993070, -9.413994)
N (-16.259644, 1.163937, -5.490485)
O (-17.433568, 1.270242, -5.844885)
O (-15.783076, 1.727091, -4.547995)
H (-16.813379, -1.574768, -9.538017)
H (-17.107046, -0.425460, -7.582819)
H (-13.691285, 1.159383, -5.503998)
H (-12.150818, 0.283103, -7.243403)
C (-7.998954, -2.037267, -9.076417)
C (-9.155251, -2.267384, -9.949243)
C (-9.183509, -3.040006, -11.125141)
C (-10.430463, -2.951596, -11.624527)
N (-11.237544, -2.284030, -10.758259)
N (-10.411068, -1.834460, -9.778541)
C (-10.906383, -3.486764, -12.928028)
H (-7.072870, -2.055949, -9.637524)
H (-7.956355, -2.894997, -8.396688)
H (-8.149749, -1.113658, -8.518615)
H (-8.345153, -3.493805, -11.565577)
H (-10.814441, -1.460143, -8.931037)
H (-10.033450, -3.713071, -13.550475)
H (-11.510898, -2.774706, -13.485918)
H (-11.450944, -4.405925, -12.793363)
Se (-11.237568, 2.392843, -12.182380)
N (-12.228034, 2.280267, -13.635217)
C (-12.942295, 1.157699, -13.521529)
C (-13.881477, 0.752473, -14.521597)
C (-14.525330, -0.464625, -14.344181)
C (-14.203340, -1.232357, -13.215958)
N (-13.294997, -0.863634, -12.284813)
C (-12.692675, 0.386468, -12.341019)
N (-11.793422, 0.843926, -11.466785)
H (-14.082063, 1.372447, -15.395219)
H (-15.216760, -0.852507, -15.094160)
H (-14.742340, -2.142199, -13.082043)
Cl (-15.845160, -5.167807, -10.152184)
C (-14.116881, -5.310527, -9.971150)
Cl (-13.498699, -6.862225, -9.488944)
Cl (-13.562224, -3.948587, -8.781569)
C (-13.614785, -4.970413, -11.447364)
O (-13.453745, -5.713884, -12.297960)
O (-13.547763, -3.539229, -11.664127)

Atomic forces in eV per Å
V -1.0072 -1.3246 -0.4273
O 1.0273 0.4374 0.5823
C -0.3976 -0.9341 -1.6383
C -0.0900 1.4051 1.1204
C -0.7093 -0.4418 -0.4825
C 0.4700 0.4445 -0.1703
C -0.1200 0.5347 0.3483
C 0.2739 -0.2697 -0.7102
C 0.5898 -1.0102 -1.1691
O -0.7890 0.1998 1.1020
N -2.6510 0.3857 -0.0730
O 1.0181 -0.4140 0.0061
O 0.9272 -0.2251 0.1006
H -0.5524 0.1393 0.2605
H 1.0641 0.0473 0.5587
H 0.0190 -0.0661 0.3723
H -0.0002 0.0315 0.1215
C -0.7104 0.1057 0.4567
C -0.3741 -0.5982 -0.4835
C 0.1716 0.8604 0.4153
C -0.1968 -1.3336 -1.7135
N -0.6671 0.7245 0.4695
N 0.5834 0.2538 1.1568
C 0.6879 0.1789 -0.2872
H 0.0863 0.2189 -0.1485
H 0.0716 0.1055 0.2296
H 0.4033 -0.0839 0.1526
H 0.8275 -0.4786 -0.5432
H 0.0653 0.2409 -0.1513
H -0.1783 0.0034 0.1745
H -0.1358 0.0259 0.0985
H -0.2610 -0.3246 -0.0776
Se -0.2285 -0.1722 -0.2846
N 0.0722 -0.2047 0.8345
C -0.1165 0.7403 -0.7431
C 0.0026 -0.5126 0.3762
C 0.5700 0.2935 0.1029
C -0.0678 1.1006 -0.9156
N -0.5075 -0.2989 0.6396
C 0.7707 -0.0919 -0.1611
N -0.9063 -0.2276 -1.0939
H 0.1946 -0.0075 0.2328
H 0.1002 0.1071 0.4038
H 0.0332 -0.6107 0.2676
Cl -0.1505 -0.3305 0.3354
C 0.5965 0.3956 -0.7680
Cl -0.3847 0.7156 0.0163
Cl 0.1430 -0.6514 -0.8414
C -0.8397 2.4903 2.7362
O 0.5779 -1.5753 -1.7782
O 0.6944 0.0017 0.9897

LUMO level (spin up / spin down), eV: -12.8907 / -12.9088
HOMO (spin up / spin down), Eh: -0.66991 / -0.66991
Max |F|, hartree/bohr: 0.0738
Gap between HOMO and LUMO (spin up / spin down), eV: 5.3 / 5.3
Total charge: +3
E_tot, eV: -169740.8836

***

3.
Below is 2 unconnected molecules or ions with the total composition C19H15Cl3NO3 in a non-equilibrium geometry, with properties calculated with ωB97M-V with the def2-TZVPD basis set.

CARTESIAN COORDINATES (ANGSTROEM)
Cl (-0.356941, 2.078817, 6.017789)
C (0.941229, 5.144741, 9.261311)
Cl (2.387328, 4.603546, 8.512920)
C (-0.098117, 5.643607, 8.293905)
O (0.097757, 5.649923, 7.072509)
C (-1.432477, 5.956668, 8.908203)
C (-1.779985, 5.435893, 10.202825)
C (-3.094287, 5.661597, 10.707165)
C (-3.998363, 6.436349, 9.994322)
C (-3.683131, 6.830778, 8.686117)
C (-2.449398, 6.506927, 8.125311)
C (-0.789086, 4.695161, 10.917645)
Cl (-1.231462, 3.895801, 12.379989)
C (0.487073, 4.460928, 10.374682)
H (-3.328715, 5.359129, 11.728488)
H (-4.915676, 6.781080, 10.477991)
H (-4.386539, 7.448566, 8.133456)
H (-2.269008, 6.719224, 7.071654)
H (1.136231, 3.717466, 10.823265)
C (4.457731, 0.117020, 7.021543)
C (3.186030, 0.123789, 7.830156)
O (2.094678, 0.107482, 6.830443)
C (0.855827, -0.031961, 7.322075)
C (-0.249468, 0.344801, 6.331010)
C (-1.637313, -0.145111, 6.716698)
C (-2.087969, -0.449246, 8.014879)
C (-3.486075, -0.667514, 8.158995)
N (-4.339692, -0.620241, 7.144789)
C (-3.884182, -0.376303, 5.928236)
C (-2.554781, -0.136985, 5.660508)
O (0.625892, -0.457730, 8.441850)
H (5.311577, 0.429087, 7.627048)
H (4.670662, -0.888610, 6.643632)
H (4.360043, 0.808481, 6.180576)
H (3.125256, -0.727292, 8.523139)
H (3.069877, 1.074740, 8.363907)
H (0.008379, -0.130993, 5.364829)
H (-1.436226, -0.469267, 8.903249)
H (-3.889837, -0.792140, 9.167659)
H (-4.615194, -0.274443, 5.146137)
H (-2.224298, 0.163412, 4.674136)

Atomic forces in eV per Å
Cl 0.4221 0.4774 0.2052
C -2.6200 0.1122 -1.4546
Cl 0.9969 -0.2147 -0.2714
C 0.6264 -0.7640 0.9662
O -0.1694 0.6156 0.1592
C 0.4126 -1.1430 0.0828
C 0.3974 0.1115 0.0927
C 0.0503 0.7962 0.0385
C 0.6165 -0.2565 0.3268
C 0.2109 0.1112 -0.2742
C -0.5830 0.5584 0.1518
C 0.7219 0.0003 -1.3356
Cl -0.0995 -0.3962 0.6729
C -1.0052 0.6413 0.8976
H 0.0662 -0.0485 -0.3482
H 0.1280 -0.3031 -0.2564
H 0.0164 -0.2556 -0.0892
H 0.2295 0.1113 0.3149
H 0.0223 0.1914 0.2676
C 0.1958 -0.1901 -0.1500
C -0.3685 0.3421 -0.4012
O -0.1939 -0.0087 0.5084
C -0.0263 -0.3281 1.3160
C 0.1049 -1.3081 -0.2368
C -0.0538 0.0067 0.4464
C -0.8665 0.0765 -0.2071
C 1.3304 0.4017 -0.2156
N -0.6242 -0.2676 0.7615
C 0.4383 0.2456 -0.0739
C 0.1928 0.0526 0.5145
O 0.6260 0.5755 -1.1823
H -0.1188 0.0002 0.0399
H -0.0453 0.1796 -0.0756
H 0.0797 -0.0851 0.1097
H -0.2606 0.3257 -0.3140
H -0.0218 -0.3115 0.0880
H 0.0114 0.2855 0.4525
H -0.4920 0.0973 -0.8492
H -0.0107 -0.1637 -0.3781
H -0.2704 -0.1747 -0.2475
H -0.0669 -0.0967 -0.0523

LUMO level, eV: 2.5890
HOMO, Eh: -0.11172
Max |F|, hartree/bohr: 0.0583
Gap between HOMO and LUMO, eV: 5.6
Total charge: -1
Energy relative to the best compared isomer or geometry (same formula, charge and spin), kcal/mol: 0.00
E_tot, eV: -65147.7011

***

4.
Below is 2 unconnected molecules or ions with the total composition C19H15Cl6O5 in a non-equilibrium geometry, with properties calculated with ωB97M-V with the def2-TZVPD basis set.

CARTESIAN COORDINATES (ANGSTROEM)
Cl (0.977807, 0.178665, 0.396617)
C (1.031928, 1.443421, 3.905034)
Cl (2.370704, 0.449063, 3.577474)
C (1.114124, 2.825537, 3.369064)
O (1.934466, 3.226853, 2.534711)
C (0.099701, 3.705912, 3.988432)
Cl (0.424927, 5.380540, 3.960198)
C (-0.962125, 3.153085, 4.698997)
Cl (-1.961555, 4.162796, 5.662716)
C (-1.220191, 1.743462, 4.669331)
Cl (-2.496192, 1.060358, 5.583546)
C (-0.236582, 0.899270, 4.101762)
Cl (-0.561944, -0.776092, 3.862229)
C (-3.663713, -2.329548, -0.223347)
C (-3.048084, -0.972002, -0.350678)
O (-1.668137, -1.197512, -0.747433)
C (-1.086851, -0.062396, -1.122473)
C (0.471005, -0.147549, -1.213560)
C (1.099453, -1.565324, -1.349019)
O (2.290378, -1.727723, -1.601503)
O (0.318007, -2.609840, -1.119289)
C (1.042144, -3.851249, -1.351033)
C (0.046308, -4.943550, -1.100848)
C (1.146374, 0.917806, -2.061785)
C (2.495385, 0.814884, -2.414348)
C (3.122034, 1.805332, -3.164241)
C (2.410321, 2.956305, -3.522946)
C (1.088975, 3.112079, -3.091823)
C (0.483323, 2.111913, -2.335110)
O (-1.759336, 0.954221, -1.257013)
H (-4.682456, -2.214387, 0.142482)
H (-3.710548, -2.821111, -1.197057)
H (-3.116451, -2.969882, 0.470594)
H (-3.527972, -0.371205, -1.130656)
H (-3.031173, -0.422891, 0.603914)
H (1.410543, -3.858425, -2.386703)
H (1.891328, -3.898123, -0.655723)
H (0.524490, -5.909215, -1.266230)
H (-0.317381, -4.920115, -0.071163)
H (-0.807234, -4.870897, -1.779164)
H (3.045953, -0.069758, -2.123926)
H (4.159567, 1.653805, -3.468119)
H (2.885168, 3.731518, -4.121472)
H (0.499828, 3.997642, -3.335912)
H (-0.526314, 2.224327, -1.964527)

Atomic forces in eV per Å
Cl 0.4106 0.6720 2.8467
C -0.8538 0.8718 -1.9645
Cl 0.6931 -0.6267 -0.3743
C -0.5677 0.2227 0.5872
O 0.0629 -0.3297 0.6559
C 0.1799 -1.6973 0.5011
Cl -0.0796 0.5154 -0.1432
C 0.4731 -1.0229 -0.6205
Cl -0.3587 0.2447 0.1201
C 0.8266 0.9071 -0.5604
Cl -0.6488 -0.1813 0.0941
C 0.1398 1.2213 1.4226
Cl 0.0955 -0.1727 0.2270
C -0.3155 -0.2935 0.0277
C 0.2170 -0.1708 -0.0133
O -0.0834 0.5839 0.1030
C -0.9310 1.0071 -0.2275
C -0.3989 -0.6946 -0.9659
C 1.5766 -0.1858 -0.9953
O -1.7573 0.1040 0.3782
O 0.4787 -0.1022 -0.4435
C -0.2619 0.0027 0.2589
C -0.1748 -0.4111 0.0515
C 0.1921 0.4287 -0.4163
C 0.2250 -0.0961 -0.3781
C -0.4831 0.2444 0.0483
C -0.1242 -0.0833 0.0503
C 0.3329 -0.2276 0.0318
C -0.1510 0.0295 -0.3615
O 1.3454 -1.2564 0.1097
H -0.1001 -0.0800 0.0540
H 0.0442 -0.0304 0.0506
H 0.0038 0.0984 -0.0257
H -0.0177 -0.1239 0.3769
H -0.0644 -0.0787 -0.3927
H -0.0172 0.0514 0.3767
H -0.2127 0.0203 -0.3119
H -0.0007 -0.0637 0.0041
H 0.0082 0.0464 -0.0938
H 0.0583 0.0492 0.0741
H -0.0216 0.4393 -0.1734
H -0.2959 0.1863 0.1108
H -0.0759 -0.1263 0.1062
H 0.3402 -0.1521 0.0680
H 0.2921 0.2608 -0.2735

LUMO level, eV: 2.3630
HOMO, Eh: -0.13520
Max |F|, hartree/bohr: 0.0574
Gap between HOMO and LUMO, eV: 6.0
Total charge: -1
E_tot, eV: -105319.2619

***

> Which of these has the highest E_tot?

C19H15Cl2N3O

***

> Which of these has the highest max |F|?

C19H15Cl2N3O

***

> The lowest E_tot belongs to which entry?

C19H15Cl3N6O6SeV

***

> Look up the max |F| of the second one.

0.0738 hartree/bohr